Record 1
This record from the OMol25 dataset describes one molecule with the formula C3H4ClN3O in a non-equilibrium geometry. The level of theory is ωB97M-V/def2-TZVPD.

Last columns: bonded neighbours and bond lengths (Å).
Element x y z (Å)
1 C 0.434 0.109 -2.016  N6 1.360, O7 1.198, H9 1.103
2 C -0.370 0.192 1.571  C3 1.522, N4 1.461, H10 1.090, H11 1.091
3 C 0.328 -0.630 0.497  C2 1.522, N6 1.585, Cl8 1.771, H12 1.086
4 N -0.986 1.319 0.873  C2 1.461, N5 1.216
5 N -0.748 1.326 -0.319  N4 1.216, N6 1.336
6 N 0.023 0.318 -0.737  C1 1.360, C3 1.585, N5 1.336
7 O 1.129 -0.801 -2.368  C1 1.198
8 Cl -0.408 -2.214 0.208  C3 1.771
9 H 0.044 0.897 -2.682  C1 1.103
10 H -1.162 -0.363 2.075  C2 1.090
11 H 0.310 0.592 2.325  C2 1.091
12 H 1.406 -0.745 0.575  C3 1.086

## Properties
Charge = 0
Gap between HOMO and LUMO = 0.407 hartree
SMILES string = O=CN1N=NC[C@H]1Cl
Energy relative to the best compared isomer or geometry (same formula, charge and spin) = 46.7 kcal/mol
2S+1 = 1

=====

Record 2
This record from the OMol25 dataset describes a 2-piece molecular cluster, C4H14NOP2 overall in a non-equilibrium geometry. The level of theory is ωB97M-V/def2-TZVPD.

Last columns: bonded neighbours and bond lengths (Å).
Element x y z (Å)
1 C -1.699 0.593 -1.232  N5 1.497, H9 1.129, H10 1.061, H11 1.011
2 C -2.367 -0.292 0.908  N5 1.540, H12 1.113, H13 1.127, H14 1.089
3 C -0.039 -0.780 -0.131  N5 1.489, O6 1.380, H15 1.179
4 C 1.755 0.492 -0.472  P7 1.788, P8 1.832, H16 1.078
5 N -1.148 0.186 0.098  C1 1.497, C2 1.540, C3 1.489, H17 1.044
6 O 0.548 -1.325 0.992  C3 1.380, H18 1.008
7 P 1.542 1.831 0.694  C4 1.788, H19 1.567, H20 1.289
8 P 3.260 -0.549 -0.388  C4 1.832, H21 1.415, H22 1.486
9 H -2.196 -0.294 -1.725  C1 1.129
10 H -2.403 1.386 -1.205  C1 1.061
11 H -1.037 0.945 -1.910  C1 1.011
12 H -2.793 0.656 1.309  C2 1.113
13 H -3.133 -0.806 0.261  C2 1.127
14 H -1.917 -0.981 1.621  C2 1.089
15 H -0.298 -1.487 -1.038  C3 1.179
16 H 1.659 0.730 -1.519  C4 1.078
17 H -0.748 1.020 0.584  N5 1.044
18 H 0.102 -2.153 1.355  O6 1.008
19 H 2.473 1.143 1.750  P7 1.567
20 H 2.517 2.572 0.293  P7 1.289
21 H 2.827 -1.649 -1.165  P8 1.415
22 H 3.095 -1.237 0.919  P8 1.486

## Properties
Charge = +1
Gap between HOMO and LUMO = 0.333 hartree
Energy relative to the best compared isomer or geometry (same formula, charge and spin) = 72.6 kcal/mol
2S+1 = 1

=====

Record 3
This record from the OMol25 dataset describes a 2-piece molecular cluster, C10H23N2O2P overall. The level of theory is ωB97M-V/def2-TZVPD.

Last columns: bonded neighbours and bond lengths (Å).
Element x y z (Å)
1 C 0.219 0.632 -0.719  N2 1.462, H11 1.093, H12 1.099, H13 1.088
2 N -0.603 -0.379 -0.055  C1 1.462, C3 1.462, C4 1.382
3 C -1.738 -0.782 -0.884  N2 1.462, H14 1.098, H15 1.094, H16 1.088
4 C 0.144 -1.349 0.584  N2 1.382, O5 1.215, C6 1.512
5 O 1.299 -1.138 0.898  C4 1.215
6 C -0.502 -2.663 0.961  C4 1.512, P7 1.860, H17 1.093, H18 1.096
7 P -0.620 -3.919 -0.405  C6 1.860, C8 1.837, H19 1.412
8 C 1.117 -4.506 -0.516  P7 1.837, C9 1.539, H20 1.099, H21 1.094
9 C 2.052 -3.444 -1.121  C8 1.539, N10 1.471, H22 1.102, H23 1.092
10 N 2.951 -4.071 -2.103  C9 1.471, H24 1.016, H25 1.016
11 H -0.431 1.421 -1.108  C1 1.093
12 H 0.795 0.200 -1.549  C1 1.099
13 H 0.926 1.076 -0.021  C1 1.088
14 H -1.415 -1.065 -1.895  C3 1.098
15 H -2.422 0.068 -0.968  C3 1.094
16 H -2.286 -1.608 -0.437  C3 1.088
17 H 0.077 -3.041 1.808  C6 1.093
18 H -1.530 -2.499 1.306  C6 1.096
19 H -1.117 -4.931 0.445  P7 1.412
20 H 1.098 -5.369 -1.195  C8 1.099
21 H 1.509 -4.879 0.436  C8 1.094
22 H 1.465 -2.624 -1.565  C9 1.102
23 H 2.669 -3.012 -0.330  C9 1.092
24 H 3.560 -3.367 -2.511  N10 1.016
25 H 2.398 -4.442 -2.871  N10 1.016
26 C 0.260 3.960 1.266  C27 1.527, C30 1.522, H31 1.089, H32 1.092
27 C -0.399 5.290 0.906  C26 1.527, C28 1.524, H33 1.092, H34 1.089
28 C -1.730 4.821 0.331  C27 1.524, O29 1.428, H35 1.096, H36 1.091
29 O -2.061 3.612 1.015  C28 1.428, C30 1.430
30 C -0.930 3.148 1.757  C26 1.522, O29 1.430, H37 1.095, H38 1.091
31 H 1.048 4.045 2.012  C26 1.089
32 H 0.686 3.500 0.371  C26 1.092
33 H -0.561 5.886 1.806  C27 1.092
34 H 0.175 5.887 0.199  C27 1.089
35 H -1.643 4.612 -0.741  C28 1.096
36 H -2.538 5.539 0.476  C28 1.091
37 H -1.110 3.314 2.825  C30 1.095
38 H -0.814 2.076 1.591  C30 1.091

## Properties
Charge = 0
Gap between HOMO and LUMO = 0.368 hartree
SMILES string = CN(C)C(=O)CPCCN.C1CCOC1
2S+1 = 1

=====

Record 4
This record from the OMol25 dataset describes a 2-piece molecular cluster, C6H16N3O overall in a non-equilibrium geometry. The level of theory is ωB97M-V/def2-TZVPD.

Last columns: bonded neighbours and bond lengths (Å).
Element x y z (Å)
1 C -1.134 1.830 -0.936  C4 1.525, H11 1.086, H12 1.086, H13 1.085
2 C -0.306 0.438 -2.858  C4 1.545, H14 1.086, H15 1.086, H16 1.084
3 C 1.738 0.342 2.613  O10 1.417, H17 1.094, H18 1.089, H19 1.090
4 C -0.648 0.445 -1.351  C1 1.525, C2 1.545, C5 1.488, H20 1.094
5 C 0.566 0.005 -0.612  C4 1.488, N9 1.298, H21 1.083
6 C -0.392 -0.137 1.646  N8 1.271, O10 1.360, H22 1.079
7 N -0.968 -2.225 1.004  N8 1.351, H23 1.013, H26 1.020
8 N -1.274 -0.920 1.172  C6 1.271, N7 1.351
9 N 0.961 -1.231 -0.645  C5 1.298, H24 1.013, H25 1.018
10 O 0.793 -0.597 2.129  C3 1.417, C6 1.360
11 H -1.903 2.165 -1.625  C1 1.086
12 H -0.325 2.554 -0.954  C1 1.086
13 H -1.574 1.808 0.055  C1 1.085
14 H -1.211 0.669 -3.411  C2 1.086
15 H 0.056 -0.533 -3.181  C2 1.086
16 H 0.434 1.196 -3.091  C2 1.084
17 H 2.264 0.826 1.784  C3 1.094
18 H 2.456 -0.223 3.205  C3 1.089
19 H 1.271 1.103 3.239  C3 1.090
20 H -1.449 -0.284 -1.194  C4 1.094
21 H 1.260 0.758 -0.260  C5 1.083
22 H -0.644 0.901 1.801  C6 1.079
23 H -1.804 -2.790 0.914  N7 1.013
24 H 1.814 -1.532 -0.189  N9 1.013
25 H 0.304 -1.961 -0.912  N9 1.018
26 H -0.284 -2.607 1.656  N7 1.020

## Properties
Charge = +1
Gap between HOMO and LUMO = 0.325 hartree
Energy relative to the best compared isomer or geometry (same formula, charge and spin) = 47.6 kcal/mol
2S+1 = 1